This record from the OMol25 dataset describes a molecular structure, C55H69N7O2P2SiTi in a non-equilibrium geometry. The level of theory is ωB97M-V/def2-TZVPD.

Summary:
DFT total energy (eV): -122243.76423
HOMO energy (eV): -13.183
Net charge: +2
ΔE to the lowest compared entry with this formula, charge and spin (kcal/mol): 0.0
Frontier orbital gap (hartree): 0.2624

Each line ends with the Löwdin charge.
Element x y z (Å)
1 Ti -0.306 -0.019 -0.552  0.722
2 O 2.185 -0.290 -4.724  -0.056
3 C 2.268 0.876 -5.257  -0.609
4 O 2.815 1.288 -6.246  0.102
5 C 1.452 1.689 -4.204  -0.019
6 C 0.055 1.580 -4.202  0.076
7 C -0.594 1.463 -2.996  -0.214
8 N 0.070 1.528 -1.832  0.007
9 C 1.381 1.848 -1.835  -0.207
10 C 2.100 1.975 -2.993  0.079
11 C 1.947 1.874 -0.476  -0.221
12 C 2.991 2.694 -0.087  0.032
13 C 3.380 2.690 1.244  0.002
14 C 2.739 1.835 2.127  -0.039
15 C 1.723 1.027 1.660  -0.139
16 N 1.308 1.056 0.386  -0.012
17 C -1.999 1.041 -2.839  -0.220
18 C -2.973 1.275 -3.793  0.026
19 C -4.255 0.794 -3.577  -0.006
20 C -4.514 0.093 -2.410  -0.004
21 C -3.491 -0.092 -1.499  -0.086
22 N -2.252 0.368 -1.694  0.018
23 H -0.478 1.430 -5.131  0.141
24 H 3.172 2.126 -2.974  0.146
25 H 3.464 3.339 -0.815  0.137
26 H 4.165 3.351 1.590  0.134
27 H 3.027 1.791 3.168  0.130
28 H 1.208 0.336 2.313  0.102
29 H -2.731 1.833 -4.687  0.130
30 H -5.035 0.957 -4.308  0.128
31 H -5.497 -0.308 -2.203  0.125
32 H -3.676 -0.616 -0.571  0.084
33 C -2.856 -2.803 0.672  -0.190
34 Si -1.732 -1.326 1.149  0.654
35 C -0.428 -1.853 2.448  -0.290
36 C -0.746 -1.944 3.804  -0.077
37 C 0.209 -2.308 4.742  -0.046
38 C 1.509 -2.589 4.341  -0.045
39 C 1.850 -2.511 2.999  -0.093
40 C 0.892 -2.145 2.052  -0.392
41 P 1.244 -2.018 0.265  1.097
42 C 1.061 -3.767 -0.391  -0.381
43 C 1.777 -4.825 0.482  -0.174
44 C 1.102 -6.202 0.374  -0.183
45 C 0.674 -6.473 -1.064  -0.182
46 C -0.414 -5.472 -1.496  -0.167
47 C -0.381 -4.191 -0.651  -0.235
48 C 3.078 -1.888 -0.032  -0.390
49 C 3.300 -1.601 -1.540  -0.192
50 C 4.758 -1.184 -1.816  -0.174
51 C 5.701 -1.816 -0.793  -0.181
52 C 5.397 -1.288 0.621  -0.162
53 C 3.918 -0.887 0.758  -0.205
54 C -3.039 -0.210 1.966  -0.337
55 C -4.039 -0.795 2.751  -0.102
56 C -5.085 -0.046 3.263  -0.047
57 C -5.146 1.315 2.998  -0.044
58 C -4.140 1.922 2.265  -0.082
59 C -3.089 1.170 1.735  -0.381
60 P -1.571 1.950 1.062  1.139
61 C -1.147 2.807 2.690  -0.367
62 C -0.908 1.790 3.816  -0.198
63 C -1.006 2.494 5.179  -0.164
64 C -0.362 3.893 5.148  -0.179
65 C 0.685 3.968 4.040  -0.188
66 C 0.010 3.834 2.666  -0.189
67 C -2.041 3.312 -0.134  -0.407
68 C -3.271 4.187 0.114  -0.192
69 C -3.504 5.084 -1.111  -0.182
70 C -2.286 5.938 -1.457  -0.188
71 C -1.056 5.054 -1.659  -0.180
72 C -0.830 4.224 -0.396  -0.209
73 H -2.673 -3.666 1.316  0.048
74 H -2.731 -3.125 -0.361  0.018
75 H -3.902 -2.522 0.798  0.031
76 H -1.756 -1.725 4.135  0.103
77 H -0.057 -2.374 5.790  0.117
78 H 2.257 -2.871 5.070  0.118
79 H 2.864 -2.742 2.695  0.110
80 H 1.553 -3.715 -1.369  0.102
81 H 1.786 -4.530 1.529  0.093
82 H 2.815 -4.927 0.157  0.116
83 H 0.234 -6.256 1.036  0.119
84 H 1.807 -6.963 0.710  0.119
85 H 0.315 -7.497 -1.164  0.114
86 H 1.553 -6.381 -1.709  0.115
87 H -1.401 -5.929 -1.407  0.117
88 H -0.275 -5.212 -2.549  0.086
89 H -0.879 -4.362 0.304  0.096
90 H -0.919 -3.404 -1.175  0.061
91 H 3.455 -2.885 0.205  0.103
92 H 2.624 -0.808 -1.876  0.078
93 H 3.066 -2.488 -2.131  0.106
94 H 4.861 -0.096 -1.772  0.112
95 H 5.042 -1.485 -2.824  0.118
96 H 6.737 -1.606 -1.059  0.117
97 H 5.581 -2.902 -0.824  0.116
98 H 6.015 -0.414 0.839  0.116
99 H 5.649 -2.052 1.359  0.115
100 H 3.637 -0.830 1.809  0.093
101 H 3.786 0.104 0.320  0.085
102 H -3.996 -1.855 2.976  0.107
103 H -5.850 -0.518 3.865  0.117
104 H -5.965 1.909 3.384  0.117
105 H -4.176 2.994 2.133  0.089
106 H -2.075 3.335 2.922  0.110
107 H 0.082 1.342 3.704  0.092
108 H -1.633 0.980 3.784  0.093
109 H -0.511 1.871 5.926  0.114
110 H -2.056 2.574 5.466  0.115
111 H 0.089 4.118 6.113  0.114
112 H -1.123 4.657 4.963  0.118
113 H 1.426 3.178 4.192  0.095
114 H 1.214 4.921 4.084  0.119
115 H 0.758 3.576 1.915  0.079
116 H -0.391 4.812 2.401  0.108
117 H -2.240 2.755 -1.052  0.076
118 H -3.133 4.809 1.005  0.125
119 H -4.164 3.577 0.252  0.097
120 H -4.367 5.725 -0.926  0.119
121 H -3.749 4.447 -1.969  0.114
122 H -2.087 6.645 -0.646  0.122
123 H -2.487 6.525 -2.354  0.117
124 H -0.176 5.667 -1.866  0.118
125 H -1.208 4.391 -2.520  0.109
126 H -0.717 4.920 0.435  0.101
127 H 0.092 3.649 -0.469  0.076
128 N 0.026 -4.383 -5.544  0.202
129 C 0.548 -3.283 -4.995  -0.448
130 N 1.702 -2.800 -5.404  0.227
131 N -0.172 -2.747 -3.998  0.193
132 C -0.039 -1.905 -3.087  -0.243
133 N -0.146 -1.243 -2.113  0.037
134 H 0.449 -4.821 -6.343  0.128
135 H -0.845 -4.746 -5.200  0.124
136 H 2.168 -3.227 -6.189  0.134
137 H 1.969 -1.816 -5.143  0.067

Atomic forces in eV per Å
Ti -0.1 -0.7 1.0
O 0.1 0.2 -0.2
C -0.1 -0.1 0.2
O -0.2 0.1 0.1
C 0.1 -0.7 0.1
C 0.2 0.3 -0.2
C 0.0 0.2 0.0
N 0.2 0.5 -0.5
C -0.1 0.2 -0.1
C 0.0 0.2 -0.2
C 0.1 0.1 0.0
C 0.0 0.0 0.0
C 0.0 0.0 0.1
C 0.1 0.1 0.0
C -0.2 0.0 0.0
N 0.6 0.2 0.0
C -0.1 -0.2 0.0
C 0.0 0.1 0.0
C 0.0 -0.1 0.1
C -0.1 0.1 -0.1
C 0.0 0.0 0.2
N 0.0 0.0 0.0
H 0.0 -0.1 0.0
H 0.0 0.0 0.0
H 0.0 0.0 0.0
H 0.0 0.0 0.0
H 0.0 0.0 0.0
H 0.0 0.0 0.0
H 0.0 0.0 0.0
H 0.0 0.0 0.0
H 0.0 0.0 0.0
H 0.0 0.0 0.0
C 0.1 0.1 -0.3
Si -0.6 -0.3 0.6
C 0.1 0.1 -0.3
C -0.1 0.0 0.0
C 0.0 0.0 0.0
C 0.0 0.0 0.0
C 0.0 0.0 0.0
C 0.0 0.1 0.0
P 0.1 -0.7 0.5
C -0.3 0.3 -0.1
C 0.0 -0.1 0.0
C 0.1 0.0 -0.2
C 0.0 0.0 0.1
C 0.1 -0.1 0.1
C 0.1 -0.1 -0.1
C -0.2 0.4 -0.1
C 0.1 0.0 0.1
C 0.1 -0.1 0.1
C 0.0 0.1 0.0
C 0.0 0.0 -0.1
C 0.1 -0.1 0.0
C 0.2 0.1 -0.2
C 0.0 0.0 0.0
C 0.0 0.0 0.0
C 0.0 0.0 0.0
C 0.0 0.0 0.0
C 0.0 -0.1 -0.1
P -0.9 0.2 0.2
C 0.6 -0.2 -0.2
C -0.1 0.1 0.1
C 0.1 0.1 -0.1
C 0.1 -0.1 0.0
C -0.2 0.1 0.0
C 0.0 0.0 0.2
C 0.3 -0.1 0.2
C -0.1 0.0 -0.2
C 0.1 0.1 0.2
C 0.0 -0.2 -0.2
C 0.0 0.1 0.2
C -0.1 0.0 -0.2
H 0.0 0.0 0.0
H -0.1 0.0 0.1
H 0.0 0.1 0.0
H 0.0 0.0 0.0
H 0.0 0.0 0.0
H 0.0 0.0 0.0
H 0.0 0.0 0.0
H 0.1 0.0 0.0
H 0.0 0.0 0.0
H 0.0 0.0 0.0
H 0.0 0.0 0.0
H 0.0 0.0 0.1
H 0.0 0.0 -0.1
H 0.0 0.0 0.0
H 0.0 0.0 0.0
H 0.0 0.0 0.0
H 0.0 0.0 0.0
H 0.0 0.0 0.1
H -0.1 -0.1 0.0
H 0.0 0.0 -0.1
H 0.0 0.0 0.0
H 0.0 0.0 0.0
H -0.1 0.1 0.0
H 0.0 -0.1 0.0
H 0.0 0.0 0.0
H 0.0 0.0 0.0
H 0.0 0.0 0.0
H 0.0 0.0 0.0
H 0.0 0.0 0.1
H -0.1 0.0 -0.1
H 0.0 0.0 0.0
H 0.0 0.0 0.0
H 0.0 0.0 0.0
H -0.1 0.0 0.0
H -0.1 0.0 0.0
H 0.0 -0.1 0.0
H -0.1 0.0 0.0
H 0.0 0.0 0.0
H -0.1 0.1 0.0
H 0.0 0.0 0.0
H 0.0 0.0 0.0
H 0.1 0.0 0.0
H -0.1 0.1 -0.1
H 0.0 0.0 -0.1
H 0.0 0.0 -0.1
H 0.0 0.0 0.0
H 0.0 0.0 0.0
H 0.0 0.0 0.0
H 0.0 0.0 0.0
H 0.0 0.0 0.0
H 0.0 0.0 0.0
H 0.0 0.0 0.0
H 0.0 0.0 0.0
H 0.0 0.0 0.0
H 0.0 0.0 0.1
N 0.0 0.0 0.0
C 0.2 0.0 0.1
N -0.2 0.3 0.1
N -0.2 0.0 -0.2
C -0.2 -0.2 0.3
N 0.4 -0.2 -0.8
H 0.0 0.0 0.0
H 0.0 0.0 0.0
H 0.0 0.0 0.0
H 0.1 0.0 -0.1